1.
Entry from OMol25: a molecular structure, C41H43N7O5PS2Ti (wB97M-V/def2-TZVPD).

Atoms and positions in Å:
Ti  0.436  -1.002  -1.734
N  1.952  -3.147  2.270
C  1.513  -2.719  1.029
S  2.685  -2.382  -0.170
N  0.228  -2.646  0.887
N  -0.247  -2.233  -0.330
C  -1.547  -2.555  -0.554
C  -2.415  -3.090  0.520
C  -3.082  -4.305  0.382
C  -3.885  -4.791  1.405
C  -4.038  -4.065  2.576
C  -3.381  -2.849  2.721
C  -2.569  -2.371  1.708
C  -1.975  -2.422  -1.881
C  -3.294  -2.668  -2.349
C  -3.544  -2.661  -3.688
C  -2.488  -2.389  -4.596
C  -1.264  -2.055  -4.092
N  -0.985  -2.040  -2.769
H  2.886  -3.515  2.278
H  1.269  -3.638  2.826
H  -2.954  -4.877  -0.529
H  -4.387  -5.745  1.289
H  -4.656  -4.448  3.379
H  -3.503  -2.266  3.626
H  -2.047  -1.430  1.815
H  -4.083  -2.845  -1.631
H  -4.544  -2.851  -4.060
H  -2.650  -2.410  -5.664
H  -0.452  -1.766  -4.749
O  -3.387  3.362  -3.575
C  -2.517  2.629  -3.176
C  -1.349  2.106  -3.980
O  -0.990  2.486  -5.080
C  -0.751  1.088  -3.129
C  -1.330  1.080  -1.849
O  -0.843  0.245  -0.986
C  -2.419  2.048  -1.775
O  -3.114  2.369  -0.832
O  0.193  0.255  -3.365
C  2.528  3.552  -2.472
N  2.723  2.332  -3.224
C  2.980  2.243  -4.577
C  3.022  0.943  -4.896
N  2.784  0.218  -3.731
C  2.566  1.093  -2.697
S  2.217  0.781  -1.085
C  2.711  -1.187  -3.722
C  3.562  -1.874  -4.580
C  3.487  -3.247  -4.665
C  2.553  -3.897  -3.864
C  1.779  -3.157  -3.009
N  1.827  -1.806  -2.922
H  3.071  4.359  -2.958
H  2.898  3.410  -1.459
H  1.467  3.803  -2.420
H  3.078  3.112  -5.203
H  3.143  0.471  -5.852
H  4.292  -1.326  -5.159
H  4.152  -3.800  -5.313
H  2.451  -4.972  -3.890
H  1.081  -3.640  -2.343
C  0.577  4.137  3.159
C  0.996  3.166  2.057
C  0.240  3.541  0.771
C  2.499  3.297  1.793
P  0.569  1.322  2.304
C  -1.157  1.515  2.932
C  -1.562  1.911  4.208
C  -2.905  2.048  4.522
C  -3.877  1.807  3.560
C  -3.494  1.406  2.291
C  -2.149  1.250  1.988
C  1.543  0.679  3.804
C  1.881  1.602  4.977
C  2.868  0.172  3.212
C  0.742  -0.529  4.311
H  0.846  5.155  2.855
H  1.073  3.932  4.107
H  -0.501  4.108  3.315
H  0.507  4.559  0.465
H  -0.841  3.504  0.923
H  0.494  2.852  -0.037
H  2.719  4.290  1.384
H  2.833  2.548  1.073
H  3.083  3.183  2.708
H  -0.834  2.126  4.977
H  -3.189  2.361  5.521
H  -4.925  1.942  3.799
H  -4.231  1.227  1.519
H  -1.856  0.924  0.999
H  2.560  2.400  4.675
H  2.386  1.010  5.747
H  1.002  2.049  5.437
H  3.449  0.982  2.770
H  2.686  -0.570  2.438
H  3.474  -0.293  3.998
H  -0.114  -0.215  4.909
H  1.383  -1.167  4.928
H  0.377  -1.126  3.472

Calculated values
Relative energy (zero: lowest compared OMol25 entry of this formula, charge and spin) = 0.000 eV
DFT total energy = -117961.9997 eV
Charge = -1
Highest occupied orbital energy (spin up / spin down) = -3.0 / -3.1 eV

Results of the Mulliken charge analysis, in e, for atoms 1 through 2:
1. Ti -1.057
2. N -0.230

***

2.
Entry from OMol25: a molecular structure, C20H68B2O14PdPtSSr (wB97M-V/def2-TZVPD).

Atoms and positions in Å:
Pt  -2.116  -3.182  -1.796
Sr  -1.325  -2.439  2.598
Pd  3.030  0.234  -0.569
B  0.847  -3.695  2.977
H  -0.003  -4.225  2.576
H  1.622  -4.429  3.130
H  1.218  -2.974  2.265
H  0.535  -3.277  3.922
B  -2.847  -3.407  0.449
H  -2.805  -2.436  0.917
H  -3.163  -4.187  1.125
H  -3.500  -3.345  -0.408
H  -1.813  -3.619  0.224
S  -0.286  -0.753  -0.343
O  -0.680  -1.956  -1.031
O  -1.197  0.297  -0.743
O  -0.345  -0.925  1.105
O  1.069  -0.411  -0.727
C  0.524  0.400  4.102
C  0.221  -0.543  5.244
O  -0.759  -1.481  4.917
H  1.283  1.106  4.439
H  -0.374  0.947  3.818
H  0.815  -0.153  3.208
H  -0.199  -0.120  6.156
H  1.110  -1.129  5.475
H  -0.818  -2.117  5.634
C  -0.607  5.333  -1.918
C  -0.930  3.892  -2.272
O  -0.323  2.884  -1.584
H  0.401  5.646  -2.192
H  -0.624  5.480  -0.838
H  -1.378  6.014  -2.279
H  -0.894  3.823  -3.359
H  -1.991  3.847  -2.027
H  -0.890  2.123  -1.724
C  -5.540  -0.598  -2.338
C  -4.264  -0.332  -1.500
O  -3.193  -1.078  -1.965
H  -6.406  -0.064  -1.949
H  -5.675  -1.659  -2.547
H  -5.453  -0.214  -3.355
H  -4.475  -0.567  -0.457
H  -3.958  0.712  -1.441
H  -2.399  -0.552  -1.848
C  4.570  -3.588  1.316
C  4.363  -2.060  1.575
O  3.334  -1.612  0.736
H  4.534  -3.931  0.283
H  3.802  -4.145  1.854
H  5.521  -3.887  1.757
H  5.287  -1.677  1.140
H  4.207  -1.711  2.596
H  2.599  -1.953  1.252
C  -0.619  -0.447  -4.696
C  -0.204  -1.804  -3.994
O  -1.282  -2.643  -3.711
H  0.310  0.101  -4.855
H  -1.302  0.203  -4.148
H  -1.038  -0.553  -5.696
H  0.401  -1.568  -3.118
H  0.326  -2.430  -4.712
H  -1.570  -2.995  -4.557
C  2.205  2.133  -4.040
C  2.619  2.784  -2.673
O  2.102  1.879  -1.762
H  2.715  1.185  -4.211
H  2.560  2.819  -4.810
H  1.149  1.903  -4.181
H  2.284  3.820  -2.631
H  3.704  2.679  -2.709
H  1.207  2.221  -1.703
C  3.607  -2.246  -4.422
C  3.422  -2.189  -2.876
O  3.410  -0.838  -2.459
H  2.955  -1.685  -5.092
H  3.245  -3.230  -4.720
H  4.644  -2.078  -4.715
H  4.235  -2.572  -2.259
H  2.529  -2.725  -2.554
H  4.236  -0.550  -2.853
C  2.967  3.363  0.877
C  2.720  2.293  1.984
O  2.289  1.202  1.257
H  3.865  3.180  0.287
H  3.183  4.286  1.415
H  2.174  3.534  0.149
H  1.910  2.529  2.674
H  3.605  1.921  2.502
H  1.342  1.137  1.404
C  -3.531  0.030  4.762
C  -4.090  -0.069  3.398
O  -3.006  -0.491  2.611
H  -4.179  0.586  5.440
H  -2.533  0.468  4.781
H  -3.413  -0.997  5.106
H  -4.625  0.851  3.163
H  -4.837  -0.861  3.354
H  -2.980  0.113  1.866
C  -2.254  3.053  2.835
C  -1.774  2.598  1.490
O  -2.623  1.548  1.025
H  -3.154  3.643  2.663
H  -1.611  3.752  3.368
H  -2.294  2.309  3.630
H  -0.842  2.043  1.589
H  -1.687  3.308  0.667
H  -2.136  1.189  0.280

Calculated values
Multiplicity = 6
DFT total energy = -70240.7160 eV
Charge = +1
Highest occupied orbital energy (spin up / spin down) = -6.0 / -10.4 eV
Expectation value of S² = 8.76

Results of the Mulliken charge analysis, in e, for atoms 1 through 2:
1. Pt 0.984
2. Sr 0.626

***

3.
Entry from OMol25: a molecular structure, C19H24BN6O2S3SbSe4Zr (wB97M-V/def2-TZVPD).

Atoms and positions in Å:
Zr  0.031  0.390  0.367
B  1.925  0.555  2.762
N  0.460  0.634  3.287
C  -0.060  1.075  4.435
C  -1.408  0.756  4.465
C  -1.644  0.116  3.250
N  -0.517  0.039  2.554
N  2.350  1.754  1.860
C  3.260  2.710  2.053
C  3.397  3.430  0.878
C  2.491  2.837  -0.001
N  1.874  1.827  0.599
H  2.698  0.486  3.685
H  1.936  -0.423  2.034
H  0.562  1.578  5.156
H  -2.117  0.970  5.245
H  -2.554  -0.273  2.819
H  3.751  2.807  3.006
H  4.047  4.266  0.691
H  2.234  3.073  -1.021
O  1.316  -0.915  -0.573
C  2.275  -0.727  -1.460
C  3.581  -1.176  -1.266
C  4.537  -0.981  -2.250
C  4.221  -0.331  -3.436
C  2.931  0.152  -3.617
C  1.966  -0.032  -2.641
C  0.635  0.584  -2.742
N  0.161  1.479  -1.875
C  -1.053  1.888  -2.400
C  -1.302  1.220  -3.554
N  -0.215  0.397  -3.759
H  3.815  -1.691  -0.343
H  5.545  -1.344  -2.087
H  4.973  -0.185  -4.200
H  2.668  0.694  -4.519
H  -1.676  2.581  -1.863
H  -2.180  1.170  -4.173
H  -0.259  -0.455  -4.317
C  1.039  -4.052  2.188
S  -0.333  -3.135  1.458
C  -0.316  -3.798  -0.225
H  1.963  -3.895  1.629
H  0.829  -5.121  2.249
H  1.179  -3.663  3.197
H  -1.333  -4.059  -0.514
H  0.313  -4.687  -0.256
H  0.068  -3.046  -0.913
C  0.609  5.867  -0.061
O  -0.139  4.662  -0.046
C  -0.357  4.039  1.118
S  0.235  4.614  2.556
S  -1.391  2.660  0.912
H  0.681  6.141  -1.113
H  1.598  5.716  0.372
H  0.096  6.646  0.507
Se  -1.239  -2.784  -3.919
Sb  -3.187  -2.131  -2.635
Se  -2.074  -0.656  -0.445
Se  -4.177  -3.888  -1.339
Se  -4.616  -0.485  -3.632

Calculated values
Relative energy (zero: lowest compared OMol25 entry of this formula, charge and spin) = 1.008 eV
DFT total energy = -335522.6310 eV
Charge = -2
Highest occupied orbital energy = -2.0 eV

Results of the Mulliken charge analysis, in e, for atoms 1 through 2:
1. Zr -0.565
2. B 0.729

***

4.
Entry from OMol25: C4H8O2 in the gas phase (wB97M-V/def2-TZVPD).

Atoms and positions in Å:
C  1.141  0.586  0.660
C  1.066  -0.927  0.432
O  0.024  -1.226  -0.685
C  -1.239  -0.637  -0.381
C  -1.019  0.992  -0.667
O  -0.275  1.478  0.460
H  1.737  0.804  1.596
H  1.565  1.022  -0.215
H  1.980  -1.321  -0.036
H  0.975  -1.452  1.420
H  -1.592  -0.739  0.690
H  -1.908  -1.326  -0.936
H  -1.994  1.520  -0.714
H  -0.462  1.225  -1.624

Calculated values
Relative energy (zero: lowest compared OMol25 entry of this formula, charge and spin) = 3.689 eV
DFT total energy = -8369.5932 eV
Charge = 0
Highest occupied orbital energy = -9.3 eV

Results of the Mulliken charge analysis, in e, for atoms 1 through 2:
1. C -0.389
2. C -0.359

***

5.
Entry from OMol25: 4 unconnected molecules or ions with the total composition C26H35ClN8O10PS (wB97M-V/def2-TZVPD).

Atoms and positions in Å:
N  2.717  -2.855  1.643
P  1.566  -2.279  0.616
C  1.232  -0.488  1.216
C  0.241  0.380  0.187
N  -0.686  1.304  0.971
C  -1.600  2.100  0.072
C  -2.639  1.088  -0.762
C  -3.222  -0.123  0.183
C  -4.403  0.509  1.131
S  -4.241  0.130  2.959
O  -3.892  1.433  3.776
O  -3.153  -0.915  3.310
Cl  -6.075  -0.559  3.785
C  0.107  2.166  1.932
N  -0.705  3.185  2.698
O  1.357  2.732  1.323
N  1.086  3.840  0.616
O  1.840  3.757  -0.370
C  0.679  1.103  3.093
N  0.636  -0.356  2.600
H  2.342  -3.733  2.072
H  2.168  -2.211  -0.698
H  0.377  -3.110  0.572
H  2.264  0.092  1.222
H  0.929  0.990  -0.574
H  -0.313  -0.423  -0.460
H  -2.293  2.872  0.614
H  -0.906  2.606  -0.756
H  -2.071  0.732  -1.722
H  -3.565  1.754  -1.073
H  -2.413  -0.694  0.808
H  -3.711  -0.915  -0.558
H  -5.439  0.176  0.683
H  -4.341  1.692  1.003
H  -1.092  3.943  2.097
H  -0.065  3.586  3.431
H  1.778  1.407  3.372
H  -0.063  1.155  4.013
H  1.251  -0.940  3.243
H  -0.332  -0.777  2.697
C  6.583  6.197  -0.546
C  5.435  5.404  -0.496
C  4.587  5.471  0.611
C  4.896  6.343  1.664
C  6.051  7.135  1.619
C  6.894  7.057  0.508
N  3.995  6.437  2.819
O  2.992  5.707  2.830
O  4.285  7.244  3.714
H  7.239  6.145  -1.414
H  5.200  4.735  -1.321
H  3.696  4.847  0.635
H  6.306  7.812  2.432
H  7.792  7.669  0.463
C  -1.092  -8.655  -0.078
C  0.108  -8.954  0.569
C  0.714  -8.005  1.394
C  0.104  -6.755  1.570
C  -1.097  -6.449  0.916
C  -1.692  -7.406  0.091
N  0.723  -5.762  2.457
O  1.795  -6.064  3.002
O  0.136  -4.682  2.613
H  -1.564  -9.400  -0.716
H  0.571  -9.929  0.431
H  1.650  -8.253  1.891
H  -1.579  -5.482  1.040
H  -2.626  -7.179  -0.418
C  -3.468  -0.077  -7.284
C  -3.415  0.772  -6.178
C  -2.840  0.331  -4.984
C  -2.316  -0.967  -4.911
C  -2.375  -1.824  -6.018
C  -2.955  -1.372  -7.206
N  -1.687  -1.428  -3.667
O  -1.672  -0.647  -2.704
O  -1.205  -2.570  -3.653
H  -3.912  0.274  -8.215
H  -3.819  1.780  -6.247
H  -2.806  1.005  -4.131
H  -1.976  -2.835  -5.974
H  -3.002  -2.029  -8.072

Calculated values
DFT total energy = -92547.8934 eV
Charge = +1
Highest occupied orbital energy = -11.4 eV

Results of the Mulliken charge analysis, in e, for atoms 1 through 2:
1. N -0.793
2. P 0.385

***

6.
Entry from OMol25: a molecular structure, C37H57BBaClN8O4S4Si (wB97M-V/def2-TZVPD).

Atoms and positions in Å:
Ba  0.427  -0.341  0.872
C  0.896  1.499  -4.389
N  0.910  2.513  -3.366
C  1.696  3.642  -3.395
C  1.470  4.286  -2.231
N  0.558  3.563  -1.496
B  0.228  4.052  -0.020
N  -1.220  3.672  0.350
C  -2.319  4.040  -0.392
C  -3.405  3.421  0.118
N  -2.960  2.677  1.190
C  -3.756  1.789  2.015
C  -1.626  2.843  1.329
S  -0.725  2.125  2.589
C  0.193  2.475  -2.204
S  -0.952  1.250  -1.832
H  1.807  1.594  -4.978
H  0.019  1.591  -5.035
H  0.870  0.529  -3.902
H  2.353  3.860  -4.216
H  1.886  5.196  -1.845
H  1.004  3.545  0.747
H  0.339  5.261  -0.067
H  -2.224  4.686  -1.244
H  -4.435  3.423  -0.186
H  -4.795  1.885  1.704
H  -3.653  2.066  3.063
H  -3.415  0.757  1.898
Cl  -2.059  -1.587  1.868
C  -4.035  -3.659  -3.978
N  -3.018  -4.006  -2.994
N  -1.896  -3.169  -3.033
C  -1.470  -2.864  -1.741
O  -0.405  -2.306  -1.510
C  -2.492  -3.412  -0.876
C  -3.388  -4.045  -1.654
C  -4.668  -4.695  -1.261
C  -1.060  -3.158  -4.164
C  -0.903  -4.280  -4.967
C  -0.078  -4.210  -6.081
C  0.599  -3.036  -6.379
C  0.444  -1.925  -5.558
C  -0.394  -1.978  -4.457
H  -3.567  -3.580  -4.957
H  -4.528  -2.711  -3.741
H  -4.773  -4.458  -4.016
H  -2.486  -3.301  0.195
H  -4.736  -4.723  -0.176
H  -4.729  -5.714  -1.645
H  -5.528  -4.140  -1.639
H  -1.421  -5.195  -4.713
H  0.043  -5.082  -6.710
H  1.242  -2.984  -7.248
H  0.968  -1.005  -5.781
H  -0.549  -1.126  -3.809
C  4.266  -3.826  4.600
C  5.043  -2.599  4.140
C  5.638  -2.834  2.758
C  6.138  -2.248  5.144
O  4.102  -1.535  4.117
Si  4.069  -0.142  3.227
S  3.423  -0.368  1.287
O  5.623  0.412  3.341
C  6.222  1.639  2.943
C  7.297  1.287  1.920
C  6.838  2.249  4.197
C  5.208  2.600  2.333
O  3.085  0.883  4.056
C  2.362  0.815  5.279
C  1.787  2.208  5.498
C  1.243  -0.212  5.140
C  3.304  0.442  6.417
H  4.923  -4.694  4.692
H  3.476  -4.058  3.886
H  3.806  -3.631  5.569
H  6.310  -3.694  2.791
H  6.202  -1.962  2.426
H  4.851  -3.016  2.027
H  6.895  -3.034  5.180
H  5.709  -2.134  6.140
H  6.611  -1.310  4.859
H  8.017  0.594  2.358
H  7.827  2.180  1.585
H  6.833  0.806  1.058
H  7.579  1.571  4.622
H  6.059  2.419  4.941
H  7.320  3.202  3.972
H  4.746  2.165  1.447
H  5.712  3.528  2.055
H  4.413  2.832  3.042
H  1.168  2.498  4.651
H  2.599  2.932  5.594
H  1.181  2.240  6.406
H  0.564  0.082  4.337
H  0.660  -0.275  6.060
H  1.655  -1.196  4.918
H  4.103  1.180  6.495
H  3.748  -0.537  6.244
H  2.759  0.420  7.364
N  5.432  -1.167  -5.303
C  4.843  -0.008  -4.965
S  5.116  1.394  -5.783
C  3.903  -0.111  -3.807
C  3.721  0.961  -2.950
C  2.833  0.823  -1.896
N  2.107  -0.272  -1.690
C  2.277  -1.300  -2.517
C  3.172  -1.271  -3.575
H  6.109  -1.152  -6.048
H  5.406  -1.959  -4.683
H  4.266  1.882  -3.099
H  2.687  1.638  -1.198
H  1.641  -2.156  -2.351
H  3.223  -2.128  -4.235

Calculated values
Relative energy (zero: lowest compared OMol25 entry of this formula, charge and spin) = 0.146 eV
DFT total energy = -124531.1511 eV
Charge = -1
Highest occupied orbital energy = -4.7 eV

Results of the Mulliken charge analysis, in e, for atoms 1 through 2:
1. Ba 0.803
2. C -0.395

***

> Among the records above, which one has the lowest DFT total energy?

C19H24BN6O2S3SbSe4Zr